[1]
{"formula": "CH9NO3", "method": "ωB97M-V/def2-TZVPD", "elements": ["N", "C", "O", "H", "H", "H", "H", "H", "O", "H", "H", "O", "H", "H"], "coordinates": [[0.9728, -0.2437, -1.0516], [-0.3119, -0.6828, -1.5033], [-1.3703, -0.5866, -0.4857], [1.7745, -0.8175, -0.8622], [0.9453, 0.5685, -0.5000], [-0.1094, -1.6865, -1.8460], [-0.4786, -0.0849, -2.3410], [-1.2148, 0.2889, -0.1569], [-0.6612, 2.1264, -0.1063], [-0.7780, 1.7493, 0.7759], [-0.1594, 2.8993, 0.0488], [0.1181, -1.0235, 2.6335], [0.7557, -0.7573, 3.2361], [0.5173, -1.7495, 2.1587]], "lumo_ev": 0.51, "smiles": "NCO.O.O", "e_homo_ha": -0.3269, "multiplicity": 1, "orbital_gap_ev": 9.4}

[2]
{"formula": "CHBrOS2", "method": "ωB97M-V/def2-TZVPD", "elements": ["C", "O", "S", "S", "Br", "H"], "coordinates": [[-0.5377, 1.0068, 1.1363], [-1.4809, 0.4788, 0.7364], [0.5025, 1.8875, 1.8293], [0.7246, -1.0983, -2.0166], [0.9186, -2.1582, -0.1534], [-0.1271, -0.1165, -1.5320]], "lumo_ev": [0.36, -2.90], "e_homo_ha": [-0.2391, -0.3879], "multiplicity": 3, "orbital_gap_ev": [6.9, 7.7]}

[3]
{"formula": "CsH2O", "method": "ωB97M-V/def2-TZVPD", "elements": ["Cs", "O", "H", "H"], "coordinates": [[0.7088, -1.1149, 1.4372], [-0.2494, -0.0138, -0.5412], [-0.8619, 0.6515, -0.8550], [0.4025, 0.4772, -0.0410]], "lumo_ev": -4.08, "e_homo_ha": -0.6316, "multiplicity": 1, "charge": 1, "orbital_gap_ev": 13.1}

[4]
{"formula": "CF3NOS", "method": "ωB97M-V/def2-TZVPD", "elements": ["C", "N", "O", "F", "F", "F", "S"], "coordinates": [[0.8410, -0.1949, -0.3140], [-0.6421, -0.3542, 0.3775], [-2.8744, 0.3241, 0.9151], [0.7937, -0.6563, -1.5495], [1.1776, 1.0948, -0.3556], [1.7251, -0.8541, 0.3877], [-1.7048, 0.7274, 0.1905]], "lumo_ev": -1.14, "e_homo_ha": -0.4208, "multiplicity": 1, "orbital_gap_ev": 10.3}

[5]
{"formula": "C67H59BrN10S3Sr", "method": "ωB97M-V/def2-TZVPD", "elements": ["Sr", "C", "C", "C", "C", "C", "C", "C", "N", "N", "C", "C", "C", "C", "C", "C", "N", "C", "C", "C", "C", "C", "C", "N", "H", "H", "H", "H", "H", "H", "H", "H", "H", "H", "H", "H", "H", "H", "H", "H", "H", "H", "H", "H", "N", "S", "N", "S", "N", "S", "N", "C", "C", "C", "C", "C", "C", "C", "C", "C", "C", "C", "C", "C", "C", "C", "C", "C", "C", "C", "C", "C", "C", "C", "C", "C", "C", "C", "C", "C", "C", "C", "C", "C", "C", "C", "C", "H", "H", "H", "H", "H", "H", "H", "H", "H", "H", "H", "H", "H", "H", "H", "H", "H", "H", "H", "H", "H", "H", "H", "H", "H", "H", "H", "H", "H", "H", "Br", "C", "C", "C", "C", "C", "C", "N", "C", "C", "C", "C", "C", "C", "N", "H", "H", "H", "H", "H", "H", "H", "H", "H"], "coordinates": [[-0.3682, 1.7882, 0.0805], [-3.5512, 1.4482, 0.7930], [-3.6322, 1.9409, 2.2363], [-2.4094, 1.8559, 3.1213], [-2.5840, 1.7046, 4.4960], [-1.4862, 1.7602, 5.3305], [-0.2332, 1.9716, 4.7729], [-0.1454, 2.0666, 3.3998], [-1.2008, 2.0018, 2.5834], [-2.8955, 2.3465, -0.1816], [-3.3977, 3.7222, -0.1364], [-2.6756, 4.6311, 0.8319], [-3.3417, 5.7165, 1.3925], [-2.6498, 6.5637, 2.2371], [-1.3134, 6.2980, 2.5001], [-0.7364, 5.1979, 1.8954], [-1.3934, 4.3751, 1.0757], [-3.1065, 1.8052, -1.5378], [-2.2333, 2.4807, -2.5707], [-2.7439, 2.8346, -3.8107], [-1.8873, 3.3622, -4.7645], [-0.5521, 3.5334, -4.4429], [-0.1328, 3.1832, -3.1695], [-0.9462, 2.6645, -2.2518], [-4.5822, 1.2621, 0.4576], [-3.0274, 0.4868, 0.7621], [-4.4311, 1.3744, 2.7185], [-3.9768, 2.9791, 2.2536], [-3.5771, 1.5582, 4.8981], [-1.6035, 1.6509, 6.4000], [0.6539, 2.0432, 5.3854], [0.8220, 2.1985, 2.9274], [-4.4778, 3.7379, 0.0633], [-3.2655, 4.1562, -1.1313], [-4.3879, 5.8827, 1.1733], [-3.1437, 7.4131, 2.6881], [-0.7320, 6.9269, 3.1574], [0.3053, 4.9584, 2.0765], [-4.1616, 1.8774, -1.8346], [-2.8304, 0.7481, -1.5231], [-3.7942, 2.6901, -4.0234], [-2.2605, 3.6470, -5.7387], [0.1492, 3.9477, -5.1521], [0.8938, 3.3321, -2.8576], [0.5265, -0.0343, 1.4004], [0.9414, -1.2900, 1.9888], [0.4915, -2.7351, 1.3694], [-0.3893, -3.3848, 0.3206], [-1.1555, -2.6586, -0.7992], [-0.7017, -1.4690, -1.8504], [-0.6176, -0.0985, -1.3727], [-1.9862, -1.7517, -3.0591], [-2.7831, -2.8855, -3.1146], [-3.7269, -2.9954, -4.1265], [-3.8606, -1.9863, -5.0691], [-3.0546, -0.8582, -5.0055], [-2.1116, -0.7345, -3.9980], [0.7432, -2.0807, -2.7146], [0.7996, -3.3128, -3.2133], [2.0083, -3.8078, -3.8804], [3.0605, -3.0212, -4.0967], [3.0490, -1.5631, -3.7706], [1.8547, -1.1024, -2.8896], [0.5776, -4.7386, -0.3002], [-0.0907, -5.8053, -0.8913], [0.6528, -6.8640, -1.3831], [2.0405, -6.8459, -1.2848], [2.6902, -5.7716, -0.6987], [1.9562, -4.7085, -0.1895], [-1.7005, -4.2041, 1.1942], [-3.0277, -4.0326, 0.8362], [-4.0046, -4.6752, 1.5871], [-3.6457, -5.4758, 2.6598], [-2.3084, -5.6362, 3.0048], [-1.3238, -4.9972, 2.2728], [2.7011, -1.5690, 2.0581], [3.5033, -0.4705, 1.8014], [4.8847, -0.6196, 1.8356], [5.4390, -1.8515, 2.1413], [4.6210, -2.9418, 2.4233], [3.2447, -2.8064, 2.3836], [0.4247, -1.5456, 3.6850], [-0.8803, -1.9541, 3.9225], [-1.3428, -2.0254, 5.2266], [-0.5031, -1.6927, 6.2812], [0.7953, -1.2742, 6.0337], [1.2641, -1.1884, 4.7303], [-2.6720, -3.6654, -2.3765], [-4.3595, -3.8706, -4.1781], [-4.5950, -2.0802, -5.8568], [-3.1603, -0.0734, -5.7420], [-1.4813, 0.1427, -3.9289], [-0.0437, -3.9849, -3.1221], [2.0241, -4.8422, -4.1937], [3.9396, -3.4104, -4.5940], [3.1668, -0.9982, -4.6997], [1.4566, -0.1379, -3.2078], [-1.1710, -5.8167, -0.9539], [0.1508, -7.7091, -1.8329], [2.6147, -7.6787, -1.6666], [3.7689, -5.7529, -0.6325], [2.4507, -3.8756, 0.2867], [-3.2859, -3.3989, 0.0018], [-5.0464, -4.5521, 1.3268], [-4.4109, -5.9802, 3.2329], [-2.0345, -6.2586, 3.8447], [-0.2808, -5.1038, 2.5378], [3.0480, 0.4817, 1.5677], [5.5230, 0.2260, 1.6209], [6.5136, -1.9662, 2.1647], [5.0597, -3.8972, 2.6752], [2.5999, -3.6464, 2.6039], [-1.5311, -2.2115, 3.0990], [-2.3568, -2.3477, 5.4198], [-0.8614, -1.7655, 7.2992], [1.4489, -1.0181, 6.8561], [2.2775, -0.8609, 4.5389], [5.4031, -2.2596, -2.0539], [4.0067, -1.0260, -2.6614], [2.8227, -0.8944, -1.6867], [2.6006, 0.4131, -1.0420], [3.1867, 1.5268, -1.4683], [4.2584, 1.4377, -2.4806], [4.6479, 0.2777, -3.0110], [2.6245, 2.7602, -1.0300], [3.3204, 3.8218, -1.0690], [2.7557, 5.1724, -0.8961], [3.6333, 6.2487, -0.8576], [3.1122, 7.5326, -0.8052], [1.7372, 7.6802, -0.8169], [0.9440, 6.5370, -0.8565], [1.4267, 5.3028, -0.8862], [2.7711, -1.7269, -0.9838], [1.8055, 0.4320, -0.3204], [4.7402, 2.3412, -2.8257], [5.4437, 0.2471, -3.7439], [4.3865, 3.8116, -1.3048], [4.7018, 6.0814, -0.8777], [3.7659, 8.3928, -0.7713], [1.2771, 8.6569, -0.8014], [-0.1361, 6.6270, -0.8700]], "lumo_ev": -4.10, "e_homo_ha": -0.4414, "multiplicity": 1, "charge": 2, "orbital_gap_ev": 7.9}

[6]
{"formula": "C5H10O2", "method": "ωB97M-V/def2-TZVPD", "elements": ["C", "C", "C", "C", "C", "O", "H", "H", "H", "H", "H", "H", "H", "H", "O", "H", "H"], "coordinates": [[2.5937, 0.5778, -0.5088], [1.2888, -0.1647, -0.6433], [0.0689, 0.4041, -0.2659], [-1.2650, -0.2271, -0.2904], [-2.3306, 0.5953, -0.3732], [-3.6626, 0.2988, -0.1500], [3.0380, 1.1879, -1.3471], [3.3091, -0.2659, -0.2468], [2.6711, 1.1351, 0.5149], [1.2019, -1.1947, -1.1243], [0.1650, 1.4149, 0.0946], [-1.2054, -1.2423, -0.6015], [-2.2489, 1.6524, -0.6512], [-3.7156, -0.4895, 0.4123], [0.2412, -1.2483, 2.1199], [-0.7595, -1.3238, 1.8522], [0.6100, -1.1101, 1.2086]], "lumo_ev": 0.51, "smiles": "C/C=C/C=C/O.O", "e_homo_ha": -0.3084, "multiplicity": 1, "orbital_gap_ev": 8.9}

How do the records compare in strongest force on any atom? In the order shown, they have 2.8; 5.6; 3.6; 3.8; 1.5; 3.7 eV/Å.
How do the records compare in DFT total energy? In the order shown, they have -323.9293; -3484.2338; -96.3389; -865.8491; -6934.7910; -346.8995 a.u..